No. 1
This record from OMol25 describes C30H30N9O6SW as an isolated structure. The level of theory is ωB97M-V with the def2-TZVPD basis set.

Calculated values
⟨S²⟩ = 2.0142
multiplicity = 3
LUMO energy (spin up / spin down) = -3.32 / -3.60 eV
net charge = +1

The geometry in XYZ format:
```
77
Properties=species:S:1:pos:R:3:forces:R:3
W -0.055 0.227 -0.816 -0.80 0.22 -0.27
C -1.652 4.822 0.341 0.03 0.00 -0.01
O -0.289 4.803 -0.089 0.01 0.06 0.07
C 0.553 4.061 0.697 -0.05 -0.06 -0.10
C 1.525 4.692 1.449 0.00 -0.03 0.02
C 2.425 3.954 2.215 -0.01 0.03 0.00
C 2.358 2.575 2.213 0.00 -0.02 -0.01
C 1.413 1.926 1.416 -0.06 0.04 0.00
C 1.476 0.451 1.326 0.36 0.13 0.41
N 1.830 -0.197 0.254 -0.40 -0.16 0.10
N 2.031 -1.574 0.456 0.11 0.01 0.04
C 0.932 -2.227 0.321 0.10 0.03 0.03
O -0.213 -1.615 0.056 0.08 -0.11 0.04
C 0.894 -3.694 0.488 0.01 0.01 -0.03
C 2.080 -4.422 0.522 -0.02 0.00 -0.01
C 2.036 -5.798 0.661 0.02 0.00 0.00
C 0.816 -6.452 0.770 0.00 -0.02 0.00
C -0.367 -5.728 0.739 -0.01 0.02 0.00
C -0.328 -4.350 0.595 0.02 -0.02 0.01
C 0.479 2.659 0.680 0.07 -0.01 0.10
O -0.473 2.037 -0.023 0.27 -0.18 0.09
H -2.120 5.675 -0.144 0.00 -0.02 -0.02
H -1.710 4.949 1.424 -0.01 0.01 0.00
H -2.163 3.902 0.053 0.00 -0.02 0.02
H 1.556 5.774 1.433 0.02 0.01 0.01
H 3.172 4.459 2.811 0.00 0.01 0.00
H 3.061 1.990 2.794 0.00 0.00 0.01
H 1.434 -0.118 2.259 0.06 0.02 0.00
H 3.022 -3.901 0.425 0.00 0.00 0.00
H 2.957 -6.366 0.679 0.00 0.00 0.00
H 0.787 -7.528 0.877 0.00 0.00 0.00
H -1.317 -6.237 0.830 0.00 0.00 0.00
H -1.247 -3.778 0.581 -0.01 0.02 -0.01
N -2.022 -2.205 -2.141 0.03 -0.01 -0.01
N -0.903 -2.818 -2.713 0.00 0.00 -0.03
C 0.342 -2.231 -2.750 0.07 0.04 0.19
O 1.297 -2.853 -3.164 0.00 -0.05 -0.03
O 0.419 -0.972 -2.361 0.02 -0.07 -0.27
H -2.196 -2.592 -1.218 -0.01 -0.01 0.00
H -2.823 -2.386 -2.734 -0.01 0.01 0.02
H -0.886 -3.822 -2.818 0.00 0.00 -0.01
N -2.666 1.761 -3.832 -0.09 0.00 -0.04
C -1.443 1.352 -3.503 0.08 -0.09 0.08
N -1.490 0.914 -2.261 -0.03 0.18 -0.13
C -2.782 1.084 -1.881 0.01 -0.04 -0.03
N -3.539 1.594 -2.816 0.02 0.01 0.05
C -3.141 0.632 -0.545 -0.06 0.00 -0.02
C -4.410 0.720 0.007 0.11 -0.01 -0.02
N -4.662 0.261 1.225 -0.05 0.01 0.00
C -3.651 -0.292 1.884 -0.01 -0.03 0.05
C -2.376 -0.396 1.344 -0.02 0.04 -0.04
N -2.123 0.074 0.126 0.00 0.01 -0.07
H -2.985 2.147 -4.707 0.01 -0.01 0.00
H -0.573 1.365 -4.138 -0.01 0.02 -0.01
H -5.220 1.167 -0.555 -0.02 0.00 0.01
H -3.859 -0.669 2.877 0.04 -0.01 0.00
H -1.559 -0.865 1.871 0.00 0.00 0.01
C 6.783 -2.039 -3.345 0.00 -0.01 -0.01
C 5.748 -1.034 -2.927 0.06 0.03 0.03
C 6.103 0.091 -2.182 0.02 -0.04 -0.03
C 5.150 1.010 -1.781 -0.06 -0.02 -0.01
C 3.830 0.808 -2.167 -0.01 0.00 0.00
C 3.440 -0.299 -2.902 0.11 -0.03 -0.06
C 4.412 -1.218 -3.269 -0.12 0.04 -0.01
S 2.636 1.969 -1.572 -0.12 -0.03 -0.04
C 2.785 3.280 -2.769 0.05 -0.03 -0.02
O 1.246 1.398 -1.976 0.18 0.08 -0.09
H 7.755 -1.818 -2.905 0.00 0.00 0.00
H 6.896 -2.044 -4.430 0.00 0.00 0.00
H 6.489 -3.045 -3.045 0.00 0.00 0.00
H 7.137 0.237 -1.896 0.00 0.00 0.00
H 5.431 1.858 -1.167 0.00 0.00 0.00
H 2.404 -0.475 -3.151 0.01 0.02 0.05
H 4.100 -2.100 -3.815 0.02 -0.01 0.01
H 2.613 2.868 -3.762 -0.01 0.01 0.00
H 3.793 3.685 -2.692 -0.01 0.01 0.00
H 2.049 4.039 -2.507 -0.01 0.01 -0.01
```
Positions in Å, forces in eV/Å.

These are the Löwdin partial charges, in e, on atoms 1 to 6: 1.790 -0.051 -0.092 -0.244 0.017 -0.065

=====

No. 2
This record from OMol25 describes C30H31BN9O12 as an isolated structure at a distorted geometry. The level of theory is ωB97M-V with the def2-TZVPD basis set.

Calculated values
LUMO energy = 0.29 eV
net charge = -1

The geometry in XYZ format:
```
83
Properties=species:S:1:pos:R:3:forces:R:3
O -2.498 0.809 1.725 1.23 -0.10 -2.53
C -1.791 0.498 0.766 -0.84 -1.02 4.49
O -0.500 0.735 0.713 -1.27 -0.28 -4.02
B 0.098 0.035 -0.455 -0.28 0.42 1.75
O -0.997 -0.978 -0.817 -0.16 9.27 0.06
C -2.078 -0.665 -0.157 -2.73 0.48 -1.37
O -3.200 -1.167 -0.292 4.55 -0.29 -1.73
O 1.326 -0.567 -0.002 -0.79 -1.25 -2.29
C 2.263 -0.284 -0.882 1.68 -0.58 -0.15
O 3.420 -0.707 -0.893 -13.19 -5.14 4.61
C 1.685 0.834 -1.828 1.05 -2.03 1.23
O 0.424 0.959 -1.470 0.10 0.93 -0.88
O 2.286 1.418 -2.694 -3.56 -13.35 5.41
C -5.078 -0.067 0.715 -2.56 0.23 1.21
C -5.173 1.346 1.050 -0.58 -0.54 0.24
N -5.237 2.473 1.260 -0.25 0.10 0.41
H -5.664 -0.354 -0.158 0.01 0.61 -0.45
H -5.625 -0.629 1.472 0.29 -0.03 0.52
H -4.084 -0.481 0.542 -1.40 0.99 1.26
C -3.731 1.802 -1.036 1.81 0.74 -0.82
C -2.799 2.300 -2.098 0.09 0.58 -1.01
N -2.049 2.686 -2.903 -1.45 -0.28 1.66
H -4.773 2.109 -1.122 0.43 0.05 -0.46
H -3.316 2.222 -0.120 -0.37 0.26 -0.11
H -3.618 0.726 -0.906 -0.46 0.53 -0.75
C -1.455 -0.021 -3.265 -0.42 -0.33 -0.21
C -1.223 0.566 -4.566 1.68 1.52 -4.68
N -0.880 0.969 -5.633 -1.52 -1.53 4.18
H -0.977 0.612 -2.518 -0.46 -0.52 -0.85
H -1.062 -1.038 -3.271 0.17 0.06 0.04
H -2.519 -0.094 -3.043 -0.04 0.00 -0.14
C 4.421 -0.123 -2.288 5.01 0.96 -4.69
C 3.969 -1.230 -3.225 0.12 -0.58 -0.64
N 3.643 -2.094 -3.946 0.59 1.97 1.69
H 5.297 0.361 -2.721 0.02 0.38 -1.30
H 4.801 -0.551 -1.361 2.80 0.51 -2.28
H 3.611 0.580 -2.095 2.77 -0.05 -1.40
C 4.177 0.078 0.985 1.93 1.22 2.04
C 5.454 -0.520 1.297 0.78 -0.03 -1.31
N 6.510 -0.941 1.452 0.21 -0.26 0.33
H 3.984 0.409 -0.035 1.93 0.91 1.92
H 4.218 0.925 1.670 -0.56 -0.12 -0.14
H 3.469 -0.712 1.237 0.72 1.29 -0.38
C 1.785 -0.901 2.348 0.78 -0.47 2.56
C 2.819 -0.221 3.166 2.38 1.22 2.64
N 3.668 0.292 3.815 -3.16 -1.85 -1.86
H 1.356 -1.589 3.076 -0.56 -0.13 -0.11
H 2.273 -1.492 1.573 -0.75 -0.01 0.52
H 1.067 -0.146 2.027 0.61 -0.96 0.09
C 2.414 2.953 -3.545 0.19 7.24 -4.77
C 3.485 2.964 -4.519 2.08 0.81 -1.21
N 4.295 2.950 -5.361 -1.39 -0.11 1.55
H 1.924 3.926 -3.506 -0.07 0.36 -0.58
H 2.659 2.639 -2.530 1.69 4.43 -0.37
H 1.818 2.149 -3.978 -1.01 2.48 -1.30
C -1.663 -3.736 -1.784 -0.10 -0.30 -1.76
C -2.662 -4.704 -1.845 0.39 1.45 -0.36
C -3.349 -4.921 -0.703 -1.14 -0.65 1.84
C -3.017 -4.212 0.453 0.52 0.88 0.09
C -2.070 -3.165 0.420 -0.46 -1.48 2.06
C -1.362 -2.939 -0.693 1.39 -6.60 -2.49
N -3.673 -4.529 1.737 -1.65 -1.25 -0.45
O -3.335 -4.030 2.756 2.20 2.29 1.56
O -4.591 -5.329 1.787 -0.46 -0.82 -1.79
H -1.177 -3.572 -2.734 0.53 0.19 -0.04
H -3.008 -5.131 -2.775 0.39 -0.25 -0.05
H -4.159 -5.634 -0.698 -0.04 -0.05 0.36
H -1.815 -2.497 1.230 -0.44 -0.63 0.95
H -0.589 -2.199 -0.840 0.54 -4.57 0.66
C -0.195 1.909 5.252 0.00 0.17 0.22
C 0.901 2.792 5.362 -0.43 -0.75 -1.99
C 1.647 3.038 4.189 0.29 -0.05 0.08
C 1.446 2.311 2.986 -2.71 -0.87 1.93
C 0.279 1.493 2.934 0.04 0.42 1.77
C -0.544 1.258 4.078 1.91 1.68 -0.39
N 2.334 2.396 1.825 -0.62 2.40 0.75
O 3.176 3.293 1.908 -0.34 -1.52 -0.82
O 2.107 1.683 0.851 0.27 0.97 0.75
H -0.914 1.783 6.048 0.33 0.03 0.57
H 1.139 3.269 6.301 -0.04 0.24 -0.16
H 2.351 3.857 4.192 0.47 -0.29 0.07
H -0.086 1.066 2.012 1.15 0.81 1.65
H -1.465 0.694 4.099 0.12 -0.13 -0.61
```
Positions in Å, forces in eV/Å.

These are the Löwdin partial charges, in e, on atoms 1 to 6: 0.160 -0.315 0.162 -0.862 0.101 -0.353

=====

No. 3
This record from OMol25 describes C30H31Br2IrN3O4P as an isolated structure at a distorted geometry. The level of theory is ωB97M-V with the def2-TZVPD basis set.

Calculated values
⟨S²⟩ = 8.8819
multiplicity = 6
LUMO energy (spin up / spin down) = -3.42 / -5.33 eV
net charge = +1

The geometry in XYZ format:
```
72
Properties=species:S:1:pos:R:3:forces:R:3
Ir -0.414 0.266 0.283 -0.57 -0.81 0.51
C -0.733 -5.890 1.622 0.05 0.08 -0.05
O -0.501 -4.497 1.426 -0.08 -0.05 0.02
C 0.489 -3.937 2.145 0.06 -0.06 -0.03
C 1.368 -4.597 2.944 0.09 0.05 0.09
C 2.361 -3.875 3.671 0.00 -0.08 0.00
C 2.453 -2.521 3.597 0.04 -0.11 0.08
C 1.577 -1.778 2.768 -0.11 0.10 -0.09
C 1.659 -0.373 2.823 -0.05 -0.29 -0.12
N 0.931 0.483 2.129 0.21 0.18 -0.01
N 1.137 1.754 2.472 -0.36 -0.02 -0.26
C 0.130 2.533 2.005 -0.14 0.22 0.11
O -0.909 2.086 1.439 0.47 0.10 -0.14
C 0.261 3.990 2.211 -0.01 -0.05 0.03
C -0.714 4.826 1.670 -0.03 0.06 -0.03
C -0.603 6.200 1.810 -0.01 -0.02 0.00
C 0.481 6.741 2.489 0.01 0.00 0.00
C 1.454 5.910 3.031 0.00 -0.02 0.01
C 1.347 4.535 2.895 0.00 0.02 0.01
C 0.583 -2.491 1.977 0.09 0.17 -0.02
O -0.189 -1.934 1.164 0.05 -0.15 0.02
H -1.637 -6.127 1.070 -0.01 0.01 -0.03
H -0.881 -6.115 2.679 -0.02 0.01 0.03
H 0.098 -6.482 1.233 0.02 0.00 0.00
H 1.323 -5.672 3.039 0.02 0.00 0.04
H 3.044 -4.424 4.306 -0.04 -0.02 -0.02
H 3.192 -1.992 4.186 -0.02 0.01 -0.03
H 2.345 0.058 3.549 0.01 0.05 -0.03
H -1.549 4.383 1.143 0.02 0.02 0.01
H -1.362 6.850 1.392 0.03 -0.02 0.01
H 0.567 7.815 2.598 0.00 -0.02 0.00
H 2.293 6.337 3.565 -0.02 -0.02 -0.02
H 2.091 3.875 3.318 0.00 0.02 0.00
Br -1.618 4.028 -3.390 0.00 -0.03 0.04
C -0.010 3.124 -3.174 -0.01 -0.03 0.02
C 1.045 3.357 -4.040 0.03 -0.10 0.11
C 2.236 2.672 -3.887 0.03 -0.01 -0.01
Br 3.611 3.031 -5.096 0.06 0.00 -0.02
C 2.434 1.704 -2.840 0.08 0.08 -0.11
C 3.622 0.989 -2.628 0.05 0.03 -0.08
C 3.696 0.100 -1.584 0.01 0.00 0.01
C 2.582 -0.081 -0.767 0.02 -0.08 0.07
N 1.449 0.578 -0.956 -0.16 0.12 0.03
C 1.371 1.464 -1.963 0.03 0.02 -0.03
C 0.100 2.174 -2.097 0.08 0.08 -0.03
O -0.824 1.938 -1.307 -0.19 0.25 -0.09
H 0.935 4.078 -4.838 0.01 -0.02 0.00
H 4.467 1.144 -3.284 0.00 0.00 0.02
H 4.602 -0.456 -1.386 -0.03 0.00 -0.02
H 2.600 -0.779 0.063 -0.01 0.03 -0.02
C -4.465 -2.517 -0.247 0.00 0.00 0.05
C -3.382 -1.593 0.313 -0.07 -0.02 -0.02
P -2.130 -1.029 -0.887 0.36 0.36 -0.01
C -3.060 -0.194 -2.218 0.10 0.05 -0.06
C -2.253 -0.036 -3.509 0.02 0.01 0.02
C -1.492 -2.579 -1.626 0.09 0.03 -0.02
C -0.060 -2.474 -2.152 -0.04 -0.01 -0.03
H -5.077 -2.904 0.569 0.01 0.01 -0.03
H -4.037 -3.373 -0.771 -0.01 0.02 0.02
H -5.133 -1.996 -0.933 0.03 -0.01 0.00
H -2.811 -2.093 1.098 0.01 0.00 0.01
H -3.824 -0.700 0.760 0.00 0.01 0.02
H -3.345 0.785 -1.826 -0.01 0.01 0.00
H -3.975 -0.754 -2.414 -0.03 -0.01 -0.02
H -1.277 0.419 -3.323 -0.11 -0.07 -0.03
H -2.787 0.601 -4.215 0.01 -0.01 0.01
H -2.083 -0.997 -3.995 -0.01 0.00 0.01
H -2.179 -2.880 -2.420 -0.02 -0.06 0.00
H -1.539 -3.329 -0.835 0.02 -0.02 0.02
H 0.029 -1.738 -2.955 -0.01 -0.02 0.04
H 0.274 -3.437 -2.542 -0.02 0.02 0.00
H 0.617 -2.183 -1.348 -0.02 -0.02 0.00
```
Positions in Å, forces in eV/Å.

These are the Löwdin partial charges, in e, on atoms 1 to 6: 1.257 -0.050 -0.073 -0.213 0.004 -0.051

=====

No. 4
This record from OMol25 describes C30H31BrCrN7O2S as an isolated structure at a distorted geometry. The level of theory is ωB97M-V with the def2-TZVPD basis set.

Calculated values
⟨S²⟩ = 6.0858
multiplicity = 5
LUMO energy (spin up / spin down) = -2.64 / -2.76 eV
net charge = +1

The geometry in XYZ format:
```
73
Properties=species:S:1:pos:R:3:forces:R:3
Cr 1.132 0.383 -1.461 -0.92 -0.63 0.45
N 3.843 -1.642 -1.594 -0.08 0.07 -0.01
C 4.137 -0.309 -1.627 0.67 -0.41 0.16
N 5.416 -0.002 -1.562 0.02 -0.12 -0.02
C 5.709 1.317 -1.610 -0.45 -0.27 -0.15
N 7.001 1.656 -1.669 0.09 -0.03 0.14
N 4.801 2.275 -1.658 -0.20 0.46 0.05
C 3.520 1.896 -1.684 0.51 -0.54 -0.09
N 3.117 0.563 -1.693 0.02 0.67 -0.18
C 2.484 2.846 -1.724 -0.08 0.29 0.05
C 2.728 4.235 -1.673 -0.11 -0.21 -0.01
C 1.679 5.105 -1.732 -0.03 -0.18 0.00
C 0.376 4.574 -1.853 0.05 -0.41 0.03
C 0.205 3.211 -1.881 -0.94 0.72 0.05
N 1.209 2.329 -1.805 0.74 -0.08 -0.32
H 4.653 -2.236 -1.683 -0.05 0.03 -0.09
H 3.010 -1.912 -2.088 0.10 -0.04 0.07
H 7.702 0.948 -1.547 -0.01 0.02 -0.04
H 7.252 2.628 -1.691 0.00 -0.02 0.04
H 3.753 4.556 -1.587 0.09 0.06 0.01
H 1.831 6.172 -1.686 0.05 0.07 -0.01
H -0.473 5.232 -1.928 -0.17 -0.03 -0.04
H -0.787 2.783 -1.970 0.07 0.00 0.01
O -1.002 0.280 -1.451 1.00 0.96 -0.48
S -1.898 -0.866 -1.062 -0.89 -0.34 1.02
C -3.622 -0.171 -1.033 0.46 -0.15 0.04
C -3.827 0.914 -0.032 -0.02 0.14 0.04
C -4.603 0.692 1.103 0.04 0.00 -0.15
C -4.761 1.695 2.044 0.01 -0.02 0.09
C -4.141 2.921 1.869 0.03 0.00 0.04
C -3.387 3.154 0.731 0.05 0.03 0.00
C -3.232 2.157 -0.215 -0.04 -0.01 -0.05
C -1.641 -1.031 0.753 0.04 -0.06 -0.43
C -2.316 -2.234 1.326 -0.14 -0.11 -0.10
C -2.235 -3.458 0.670 -0.05 0.01 0.03
C -2.791 -4.593 1.231 0.01 -0.06 -0.03
C -3.419 -4.519 2.464 -0.02 -0.06 -0.01
C -3.514 -3.301 3.118 -0.01 -0.01 0.01
C -2.979 -2.160 2.546 0.05 0.02 -0.07
H -4.251 -1.032 -0.812 0.00 -0.12 -0.11
H -3.808 0.166 -2.055 0.10 -0.14 -0.02
H -5.098 -0.260 1.238 0.00 -0.09 0.03
H -5.367 1.519 2.920 -0.07 -0.03 0.08
H -4.245 3.694 2.616 -0.07 0.08 0.04
H -2.924 4.116 0.577 0.07 0.11 -0.01
H -2.654 2.341 -1.107 0.02 0.01 -0.06
H -1.966 -0.106 1.226 0.11 0.06 -0.07
H -0.554 -1.111 0.851 -0.15 0.11 -0.08
H -1.734 -3.515 -0.287 -0.01 -0.08 -0.04
H -2.733 -5.534 0.706 0.00 -0.11 -0.01
H -3.832 -5.409 2.910 -0.08 -0.09 0.06
H -4.005 -3.241 4.077 -0.06 0.01 0.09
H -3.062 -1.210 3.054 0.03 0.10 0.05
C 0.913 -3.841 -2.791 -0.04 0.12 0.04
C 0.928 -3.006 -1.539 0.01 -0.46 0.30
N 0.979 -3.670 -0.377 0.10 0.29 -0.20
O 0.927 -1.767 -1.577 0.09 0.28 -0.21
H 0.838 -4.902 -2.575 -0.03 -0.05 0.00
H 1.839 -3.666 -3.340 0.04 0.03 -0.01
H 0.094 -3.539 -3.440 -0.04 0.07 0.05
H 0.975 -4.677 -0.339 0.01 0.11 -0.05
H 1.090 -3.158 0.487 -0.09 0.04 -0.01
Br 1.006 0.522 5.244 0.01 0.00 -0.28
C 1.108 0.525 3.341 -0.07 -0.05 0.27
C 0.497 1.540 2.624 0.01 -0.08 0.21
C 0.550 1.513 1.241 0.05 0.03 -0.20
C 1.204 0.493 0.556 0.11 0.09 -0.01
C 1.844 -0.487 1.309 0.03 0.00 -0.16
C 1.791 -0.491 2.693 -0.09 0.03 0.20
H -0.021 2.333 3.141 -0.04 0.09 0.06
H 0.066 2.314 0.697 -0.11 0.06 -0.04
H 2.410 -1.265 0.812 0.11 -0.13 -0.07
H 2.263 -1.275 3.264 0.12 -0.05 0.09
```
Positions in Å, forces in eV/Å.

These are the Löwdin partial charges, in e, on atoms 1 to 6: 0.871 0.170 -0.435 0.173 -0.446 0.179

=====

For each record above, in turn, the calculated energy relative to the best compared isomer or geometry (same formula, charge and spin) values are 1.851; 22.132; 0.000; 0.277 eV.